Density functional theory data (ωB97M-V/def2-TZVPD) for C29H21Cl2F5InN3O3P as an isolated structure.

Each line ends with the natural charge from an NBO analysis.
Positions of all 65 atoms, in Å:
C 0.406 -2.514 1.739  0.00
C 4.543 -0.684 0.016  -0.22
O -0.160 1.143 3.777  -0.67
H 0.777 -2.572 0.729  0.22
C -1.538 -0.885 -2.406  -0.26
N 0.152 2.810 0.165  -0.86
H -0.550 3.478 0.476  0.42
C 0.275 2.723 -4.061  -0.20
C -4.151 0.128 0.263  0.20
C 0.463 1.575 -1.946  -0.39
N -0.460 -1.618 3.474  -0.30
N -0.078 -1.366 2.211  -0.39
H -0.192 4.815 -3.946  0.23
H 0.301 2.702 -5.142  0.23
C -1.882 -3.176 -3.051  -0.20
C 0.201 2.774 -1.279  0.17
C -0.037 3.933 -2.007  -0.21
In -0.238 0.715 1.317  1.46
F -5.904 0.551 2.100  -0.24
O -2.772 1.763 -0.930  -0.51
C 2.998 -0.837 -2.292  -0.12
C 0.992 1.520 3.548  0.77
H 0.679 0.636 -3.869  0.22
C 5.116 -1.077 -1.183  -0.17
C -3.064 1.143 0.055  0.52
Cl 1.607 3.866 4.588  0.02
C -0.281 -1.218 -1.901  -0.30
H 2.927 1.945 4.383  0.25
C -2.368 1.230 1.423  -0.14
F -3.481 -2.103 1.458  -0.26
H -3.305 -1.600 -3.374  0.22
C 4.344 -1.154 -2.337  -0.22
Cl 1.551 1.423 6.208  0.03
C 0.314 -3.517 2.703  -0.32
C -3.785 -0.821 1.345  0.28
H 4.793 -1.462 -3.271  0.23
C 0.499 1.566 -3.342  -0.16
H -0.254 4.855 -1.483  0.23
O 1.497 1.471 2.368  -0.78
H 5.144 -0.624 0.913  0.23
C -3.281 0.349 2.213  0.26
C 0.170 -2.535 -1.977  -0.23
H -0.488 -3.266 4.783  0.25
H -1.896 0.137 -2.363  0.24
C -0.001 3.907 -3.389  -0.15
C -0.238 -2.894 3.805  0.01
H -0.273 -4.528 -2.620  0.23
H 2.401 -0.907 -3.192  0.21
C 3.192 -0.365 0.068  -0.13
H 1.045 3.102 0.557  0.42
F -5.014 -0.209 -0.698  -0.28
H -0.798 -0.854 4.045  0.46
C -2.333 -1.865 -2.979  -0.13
F -2.412 2.568 1.836  -0.36
F -2.997 0.033 3.495  -0.30
H -2.504 -3.937 -3.502  0.23
C -0.631 -3.509 -2.554  -0.20
H 1.153 -2.801 -1.608  0.22
H 6.168 -1.326 -1.223  0.23
C 2.416 -0.440 -1.085  -0.43
C 1.884 2.114 4.627  -0.32
C -4.684 0.247 1.722  0.31
P 0.676 0.039 -1.018  0.93
H 2.755 -0.050 1.009  0.22
H 0.610 -4.546 2.614  0.25

For the HOMO energy, the calculation gives -12.1 eV. For the HOMO-LUMO gap, the calculation gives 9.565 eV. Its net charge is +1. The total energy comes out at -94114.196 eV. The energy above the lowest of the compared OMol25 structures with the same formula, charge and spin comes out at 1.7 kcal/mol.